C6H9NO2 | ωB97M-V/def2-TZVPD

The geometry in ORCA input format:
```
! wB97M-V def2-TZVPD RIJCOSX def2/J DEFGRID3
* xyz 0 1
C -1.61202 -0.62039 2.50785
C -0.37838 -0.14356 1.95178
C 0.01142 -0.19512 0.53059
C 0.17434 0.08095 -0.71275
C -0.19225 1.50252 -1.39687
N -1.24535 1.54695 -2.31771
H -1.78403 -0.12616 3.45017
H -1.50102 -1.75556 2.91099
H -2.53161 -0.67649 1.89615
H 0.48780 0.06208 2.51146
H 0.59166 -0.77950 -1.22716
H -0.29081 2.17189 -0.52971
H 0.79349 1.80122 -1.93271
H -1.00752 0.92618 -3.10111
H -2.24151 1.50701 -2.04844
O 3.09729 -2.73508 -0.47877
C 3.58923 -1.78818 -0.85427
O 4.03928 -0.77875 -1.15950
*
```

Summary:
ΔE to the lowest compared entry with this formula, charge and spin ... 2.938 eV
Highest occupied orbital energy ... -8.209 eV
E ... -11950.380 eV
M ... 127.1 g/mol

C6H9NO2 | ωB97M-V/def2-TZVPD

The geometry in ORCA input format:
```
! wB97M-V def2-TZVPD RIJCOSX def2/J DEFGRID3
* xyz 0 1
C 2.08061 -0.93455 -0.40633
C 0.99622 -0.22419 0.31404
N 0.15518 -0.80840 1.20946
C -1.08663 -0.17025 0.62939
C -1.87310 -0.96739 -0.38111
C -0.67323 1.20109 0.36375
O -1.49483 2.26924 0.17324
C 0.67397 1.17600 0.17497
O 1.61053 2.17385 0.07695
H 2.87406 -0.23490 -0.66599
H 1.67203 -1.36737 -1.32814
H 2.52234 -1.73049 0.19462
H 0.16256 -1.82146 1.25043
H -2.93287 -0.85491 -0.13427
H -1.73247 -0.63459 -1.42182
H -1.69471 -2.04160 -0.31625
H -2.40027 1.96324 0.31945
H 1.14060 3.00667 -0.05240
*
```

Summary:
ΔE to the lowest compared entry with this formula, charge and spin ... 4.450 eV
Highest occupied orbital energy (spin up / spin down) ... -6.203 / -5.988 eV
E ... -11948.868 eV
M ... 127.1 g/mol

C6H9NO2 | ωB97M-V/def2-TZVPD

The geometry in ORCA input format:
```
! wB97M-V def2-TZVPD RIJCOSX def2/J DEFGRID3
* xyz 0 1
C -1.31266 1.80383 0.38118
C 1.00202 1.30825 -0.50291
C 0.13746 1.66650 0.76141
C 0.64337 -0.03407 -1.06461
C -2.68060 0.08906 -0.64603
C 0.81271 -1.31864 -0.27896
N -2.04796 0.83029 0.10557
O 1.90394 1.98111 -0.86744
O -3.53451 -0.90326 -0.35881
H -1.93458 2.70784 0.63196
H 0.50823 2.62813 1.13755
H 0.20557 0.85928 1.50806
H -0.41787 -0.00988 -1.55193
H 1.34504 -0.28723 -1.94956
H 0.14089 -1.50362 0.47251
H 1.80739 -1.27206 0.04835
H 0.73588 -2.02005 -1.05134
H -3.75853 -0.79574 0.58795
*
```

Summary:
ΔE to the lowest compared entry with this formula, charge and spin ... 3.985 eV
Highest occupied orbital energy (spin up / spin down) ... -8.096 / -8.096 eV
E ... -11949.334 eV
M ... 127.1 g/mol

C6H9NO2S | ωB97M-V/def2-TZVPD

The geometry in ORCA input format:
```
! wB97M-V def2-TZVPD RIJCOSX def2/J DEFGRID3
* xyz 0 1
C -2.07011 1.48666 0.69231
C -2.01310 0.28043 0.05293
C 0.07941 0.72062 0.00446
C -3.10672 -0.64969 -0.35080
C 2.08727 -1.08583 0.58912
C 2.18544 0.13273 -0.13621
N -0.77513 -0.11054 -0.39784
O 2.33606 0.04831 -1.52442
O 2.85289 1.15283 0.38485
S -0.47615 2.11614 0.87196
H -2.97028 1.82995 1.17147
H -2.51839 -1.39419 -1.03248
H -3.50182 -1.27321 0.42234
H -3.90900 -0.10686 -0.87346
H 1.65021 -0.77646 1.49250
H 1.65309 -1.83671 0.01190
H 3.15057 -1.52674 0.88941
H 2.13575 -0.72904 -1.87433
H 3.21002 1.72159 -0.39370
*
```

Summary:
ΔE to the lowest compared entry with this formula, charge and spin ... 3.216 eV
Highest occupied orbital energy ... -8.127 eV
E ... -22785.195 eV
M ... 159.2 g/mol

C6H9NO2S | ωB97M-V/def2-TZVPD

The geometry in ORCA input format:
```
! wB97M-V def2-TZVPD RIJCOSX def2/J DEFGRID3
* xyz 0 1
C 1.41406 0.57431 -0.66465
C 0.74536 0.26792 0.29007
C -2.02957 0.29680 -2.61548
C 2.13985 1.03973 -1.82731
C 0.69774 0.00219 2.64751
C -1.13970 -0.85069 1.28733
N 0.01930 0.00491 1.37427
O -1.52630 1.31699 -2.87195
O -2.66549 -1.85239 -1.37190
S -2.88707 -1.07545 -2.61188
H 1.80696 0.50606 -2.71708
H 3.21205 0.87479 -1.71065
H 1.95814 2.10537 -1.97635
H -0.03339 0.15057 3.44399
H 1.21731 -0.94736 2.83829
H 1.42734 0.81069 2.67789
H -1.95508 -0.41098 1.86878
H -1.47434 -0.96295 0.25772
H -0.92716 -1.85051 1.68140
*
```

Summary:
ΔE to the lowest compared entry with this formula, charge and spin ... 4.769 eV
Highest occupied orbital energy ... -7.577 eV
E ... -22783.642 eV
M ... 159.2 g/mol

C6H9NO2S | ωB97M-V/def2-TZVPD

The geometry in ORCA input format:
```
! wB97M-V def2-TZVPD RIJCOSX def2/J DEFGRID3
* xyz 0 1
C -0.21918 1.29345 0.61163
C 1.26730 -0.79677 -0.72979
C -0.85985 2.16114 -0.29557
C 0.44860 -0.62639 1.80407
C 2.18645 -1.08645 -1.81360
C -1.72567 -0.76461 0.60075
N -0.54328 0.08264 1.02561
O -0.49809 2.46185 -1.43258
O -1.93160 2.75479 0.20926
S 1.80400 -1.35342 0.68280
H 0.97186 0.03966 2.45539
H -0.02075 -1.37323 2.28155
H 1.58295 -1.38433 -2.60140
H 3.13491 -1.58493 -1.83067
H 2.58700 -0.14442 -2.07456
H -2.65593 -0.17447 0.35374
H -1.40264 -1.35030 -0.21123
H -1.92933 -1.50378 1.49543
H -2.19674 3.34958 -0.53085
*
```

Summary:
ΔE to the lowest compared entry with this formula, charge and spin ... 5.582 eV
Highest occupied orbital energy ... -8.217 eV
E ... -22782.829 eV
M ... 159.2 g/mol

Q: Look up the M of the third one.
A: 127.1 g/mol

Q: What is the formula in the fifth record?
A: C6H9NO2S

Q: Number 4 is which compound?
A: C6H9NO2S

Q: Among the records above, which one has the lowest ΔE to the lowest compared entry with this formula, charge and spin?
A: number 1